Entry from the Open Molecules 2025 dataset: the ion C3H6N3O with charge -1 (ωB97M-V/def2-TZVPD).

## Properties
Energy relative to the best compared isomer or geometry (same formula, charge and spin)   0.000 eV
Frontier orbital gap   7.480 eV
Charge   -1
Total energy   -357.3143 hartree
Multiplicity   1
Lowest unoccupied orbital energy   4.2911 eV
E_HOMO   -3.1886 eV

Geometry (Å):
1 O 3.7103 -0.0109 -0.0619
2 N 2.4319 -0.0036 0.0209
3 N 1.8739 -1.1258 0.2915
4 C 0.4908 -1.2248 -0.0466
5 C -0.2834 0.0274 -0.3388
6 C 0.5351 1.2165 0.2371
7 N 1.8806 1.1275 -0.2170
8 H 0.0342 -1.8661 0.7141
9 H 0.4303 -1.6706 -1.0764
10 H -0.4505 0.2507 -1.3624
11 H -1.3244 -0.1079 0.0372
12 H 0.0897 2.0968 -0.1953
13 H 0.6599 1.3602 1.3440

Cartesian forces (eV/Å) of the 3 atoms listed first:
-0.1 -0.1 0.2
2.0 -0.1 -0.6
-0.1 -0.5 0.8